C22H46NO25S | ωB97M-V with the def2-TZVPD basis set

Each atom is followed by the atoms it is bonded to, with distances in Å.
Positions of all 95 atoms, in Å:
1 H -0.6762 -0.8183 -1.9525  C84 1.090
2 H -1.7566 0.1350 -4.4172  C5 1.090
3 C 1.7817 -3.1943 4.8101  O30 1.408, H36 1.090, H47 1.090, H72 1.090
4 H -0.6854 2.6000 -0.1566  C20 1.090
5 C -1.6282 -0.7627 -5.0219  H2 1.090, H11 1.090, O49 1.413, H76 1.090
6 H 0.6020 -3.4528 -4.3892  C56 1.090
7 O -5.9724 1.6607 3.6748  S73 1.453
8 O 2.7570 -2.0481 1.7520  C61 1.312, C92 1.423
9 O 3.4806 -1.3295 3.7416  C61 1.174
10 H -2.0088 -5.1377 -4.3316  C43 1.090
11 H -2.6611 -1.0813 -5.1618  C5 1.090
12 H 5.2708 2.0007 3.7407  C14 1.090
13 C -1.8554 0.1628 3.6084  H18 1.090, H27 1.090, H31 1.090, O95 1.434
14 C 4.8898 1.5250 2.8370  H12 1.090, H34 1.090, H71 1.090, O85 1.398
15 H 2.2973 -0.5479 0.5766  C92 1.090
16 O 0.8092 0.6637 -5.0729  C39 1.227
17 H 0.5111 -2.3392 0.3342  C23 1.090
18 H -2.0909 0.8755 4.3988  C13 1.090
19 H 3.7784 -1.5363 0.0681  C92 1.090
20 C -0.8565 1.6984 0.4316  H4 1.090, C54 1.509, H80 1.090, H83 1.090
21 H -1.4510 -5.3508 4.0668  C59 1.090
22 H 0.5520 0.0991 -0.9960  C84 1.090
23 C 0.3119 -3.4069 0.4267  H17 1.090, H46 1.090, H67 1.090, O78 1.384
24 H -2.4199 -3.5272 -3.8035  C43 1.090
25 H -2.9357 4.4913 3.3438  C79 1.090
26 H 2.4923 0.5661 -8.4041  C62 1.090
27 H -2.7189 0.2234 2.9460  C13 1.090
28 N 2.2792 -2.3293 -4.8072  O50 1.207, C56 1.496, O68 1.212
29 C 2.0999 3.9005 -0.1815  O51 1.441, H82 1.090, H87 1.090, H91 1.090
30 O 2.1094 -3.0574 3.4481  C3 1.408, C61 1.316
31 H -0.9083 0.4171 3.1326  C13 1.090
32 O -2.8805 4.7200 0.4822  C77 1.237
33 H 0.6106 -1.8545 -3.6226  C56 1.090
34 H 5.6773 0.8464 2.5092  C14 1.090
35 O -1.1089 -4.4890 -2.5815  C43 1.404, C70 1.340
36 H 1.4238 -2.3020 5.3236  C3 1.090
37 O -4.2657 2.2794 2.0944  S73 1.458
38 H -0.5260 7.9719 0.4813  C45 1.090
39 C 0.2724 0.1950 -6.0722  O16 1.227, O49 1.362, O93 1.298
40 H 2.7042 0.3823 -6.6468  C62 1.090
41 H -1.4209 -4.6669 2.4730  C59 1.090
42 H 2.0641 1.8764 -7.3370  C62 1.090
43 C -2.2137 -4.5361 -3.4460  H10 1.090, H24 1.090, O35 1.404, H58 1.090
44 O -2.1060 -3.0268 -1.0877  C70 1.244
45 C -0.1112 7.0067 0.7720  H38 1.090, H55 1.090, O64 1.474, H66 1.090
46 H 1.1961 -3.8945 0.8373  C23 1.090
47 H 2.7315 -3.4102 5.2994  C3 1.090
48 O -1.6323 -3.2756 3.9913  C59 1.427, C63 1.313
49 O -0.8871 -0.5077 -6.1980  C5 1.413, C39 1.362
50 O 3.3288 -1.8687 -4.4297  N28 1.207
51 O 3.3505 3.4988 0.4120  C29 1.441, C69 1.352
52 O -5.1057 0.0591 2.0016  S73 1.479
53 O -2.7324 0.5873 -0.5436  C54 1.399
54 C -1.3673 0.4615 -0.2661  C20 1.509, O53 1.399, H60 1.090, C84 1.546
55 H 0.7671 6.7568 0.1768  C45 1.090
56 C 1.2129 -2.7366 -3.8398  H6 1.090, N28 1.496, H33 1.090, H65 1.090
57 O 2.4677 1.9467 1.8780  C69 1.204
58 H -3.1363 -4.7795 -2.9191  C43 1.090
59 C -1.8948 -4.5695 3.4497  H21 1.090, H41 1.090, O48 1.427, H94 1.090
60 H -1.2379 -0.3967 0.3933  C54 1.090
61 C 2.8102 -2.0130 3.0624  O8 1.312, O9 1.174, O30 1.316
62 C 2.0626 0.7902 -7.4278  H26 1.090, H40 1.090, H42 1.090, O93 1.443
63 C -1.9286 -2.1933 3.3100  O48 1.313, O81 1.229, O95 1.356
64 O -1.1642 6.1146 0.2529  C45 1.474, C77 1.345
65 H 1.6499 -3.2318 -2.9727  C56 1.090
66 H 0.1601 7.0032 1.8276  C45 1.090
67 H -0.5343 -3.4858 1.1091  C23 1.090
68 O 1.9621 -2.4841 -5.9670  N28 1.212
69 C 3.3726 2.5902 1.4135  O51 1.352, O57 1.204, O85 1.311
70 C -1.1711 -3.7572 -1.4609  O35 1.340, O44 1.244, O78 1.348
71 H 4.0787 0.9266 3.2520  C14 1.090
72 H 1.1344 -4.0534 4.9867  C3 1.090
73 S -5.4466 1.4586 2.3354  O7 1.453, O37 1.458, O52 1.479, O88 1.452
74 H 3.7663 -0.2859 1.4396  C92 1.090
75 H -0.3526 0.9281 -2.1803  C84 1.090
76 H -1.2794 -1.4495 -4.2506  C5 1.090
77 C -1.8959 5.2652 0.9954  O32 1.237, O64 1.345, O86 1.326
78 O -0.0302 -3.9890 -0.7819  C23 1.384, C70 1.348
79 C -1.8714 4.2975 3.2099  H25 1.090, O86 1.410, H89 1.090, H90 1.090
80 H -1.4664 2.0231 1.2746  C20 1.090
81 O -2.3858 -2.1029 2.1731  C63 1.229
82 H 2.2936 4.2649 -1.1904  C29 1.090
83 H 0.1373 1.4927 0.8294  C20 1.090
84 C -0.4373 0.1206 -1.4531  H1 1.090, H22 1.090, C54 1.546, H75 1.090
85 O 4.5883 2.5150 1.8971  C14 1.398, C69 1.311
86 O -1.4510 5.2351 2.2437  C77 1.326, C79 1.410
87 H 1.7395 4.7581 0.3867  C29 1.090
88 O -6.3258 1.8711 1.2560  S73 1.452
89 H -1.4686 4.3743 4.2198  C79 1.090
90 H -1.6351 3.2650 2.9528  C79 1.090
91 H 1.2669 3.2006 -0.1166  C29 1.090
92 C 3.2265 -1.0390 0.8657  O8 1.423, H15 1.090, H19 1.090, H74 1.090
93 O 0.7409 0.2293 -7.2822  C39 1.298, C62 1.443
94 H -2.9444 -4.8583 3.3946  C59 1.090
95 O -1.7785 -1.1548 4.1683  C13 1.434, C63 1.356

DFT total energy: -87059.895 eV
Max |F|: 4.9 eV Å⁻¹
Kohn-Sham gap: 1.44 eV
Net charge: -3

These are the Löwdin partial charges, in e, on atoms 1 to 5: atom 1 (H): 0.0301, atom 2 (H): 0.1029, atom 3 (C): -0.0478, atom 4 (H): 0.0568, atom 5 (C): -0.0623